# C44H48Cl3N8O6OsTe

A structure of composition C44H48Cl3N8O6OsTe (ωB97M-V with the def2-TZVPD basis set, the OMol25 dataset).

XYZ file:
```
111
Properties=species:S:1:pos:R:3:forces:R:3:lowdin_charge:R:1
Os -0.371 -1.649 -0.285 2.3170 -0.2760 3.1193 1.47
Cl -7.805 -0.173 0.279 -0.3917 -0.0067 -0.0240 0.67
C -6.097 -0.326 0.457 0.4060 -0.0269 0.0212 -0.68
C -5.354 -0.881 -0.577 -0.0702 0.0132 0.1873 -0.12
C -3.985 -0.963 -0.429 0.1035 0.3150 0.6644 -0.55
Cl -2.981 -1.706 -1.620 -0.7751 0.0045 -0.5717 0.81
C -3.310 -0.446 0.697 -1.0059 -0.1929 -0.4810 -0.49
O -2.023 -0.398 0.769 1.2009 -1.1756 -0.8577 -0.50
C -4.121 0.052 1.739 0.2032 -0.2359 -0.6246 -0.54
Cl -3.304 0.603 3.138 -0.3763 -0.0714 0.6262 0.84
C -5.493 0.113 1.630 -0.1173 -0.0870 -0.2618 -0.12
H -5.830 -1.240 -1.476 -0.0693 -0.0445 -0.0242 0.11
H -6.088 0.501 2.441 -0.0349 0.0791 0.0359 0.11
C 2.958 -1.844 0.581 0.0180 0.1123 0.6614 -0.20
N 4.375 -2.093 0.417 0.0448 0.0560 0.1056 -0.08
C 4.895 -1.185 -0.596 0.1942 0.1734 0.0424 -0.16
N 4.208 -1.362 -1.870 0.0018 0.1143 -0.1033 -0.08
C 2.793 -1.112 -1.671 -0.0992 0.5124 -0.4323 -0.17
N 2.202 -2.027 -0.672 -1.3353 -0.3755 0.1668 -0.12
C 2.446 -3.413 -1.125 -0.0348 -0.4981 -0.2208 -0.17
N 3.859 -3.682 -1.317 0.0028 -0.2124 -0.0707 -0.08
C 4.553 -3.461 -0.055 0.1448 -0.1565 0.0934 -0.16
C 4.384 -2.743 -2.302 0.1034 -0.0691 -0.2001 -0.16
H 2.817 -0.816 0.931 -0.1145 -0.1082 -0.0092 0.13
H 2.573 -2.545 1.323 -0.0690 0.0908 -0.1096 0.11
H 5.961 -1.384 -0.730 -0.0464 0.0925 -0.0117 0.13
H 4.753 -0.153 -0.262 0.0770 -0.0650 0.0064 0.13
H 2.280 -1.246 -2.624 0.0134 0.0264 0.1487 0.10
H 2.653 -0.082 -1.332 -0.1023 -0.0852 -0.0328 0.14
H 1.932 -3.576 -2.075 -0.0190 0.0488 0.1386 0.11
H 2.045 -4.105 -0.379 -0.0591 0.1156 -0.0956 0.14
H 5.620 -3.653 -0.194 -0.0548 -0.0196 0.0276 0.13
H 4.163 -4.157 0.692 0.0335 0.0312 -0.0016 0.13
H 3.863 -2.894 -3.254 0.0593 0.0166 0.0612 0.13
H 5.451 -2.934 -2.446 -0.0876 -0.0147 -0.0289 0.13
C 3.271 6.355 2.979 0.0093 -0.0092 0.0229 -0.05
C 2.572 5.096 2.568 -0.0085 -0.1151 -0.0434 -0.27
C 2.037 4.942 1.299 0.0464 -0.0068 0.1587 -0.01
C 1.331 3.801 0.942 -0.0449 -0.1611 -0.1425 -0.30
C 0.780 3.701 -0.446 0.0023 0.0429 -0.1238 -0.07
C 1.137 2.781 1.876 0.0486 -0.0929 -0.2414 -0.37
Te -0.221 1.154 1.449 0.4927 0.9459 -0.0617 1.57
N 0.323 -1.891 2.028 -0.7663 -0.7789 -1.8873 -0.07
C -0.835 -2.470 2.310 0.6360 0.5167 1.1699 -0.49
O -1.448 -2.976 1.335 0.3232 0.6353 -2.0646 -0.05
C -1.399 -2.484 3.679 -0.0616 -0.1908 0.0833 -0.14
C -2.140 -3.575 4.121 0.0725 0.0445 -0.2013 -0.01
C -2.677 -3.571 5.394 -0.0648 -0.1723 0.0666 -0.07
C -2.486 -2.485 6.232 -0.0311 -0.0096 0.0375 -0.07
C -1.779 -1.382 5.782 -0.0166 -0.0209 0.0772 -0.07
C -1.235 -1.382 4.513 0.1015 0.0447 0.0175 -0.09
C -1.805 2.566 1.145 0.0370 -0.1864 0.0221 -0.43
C -2.102 3.317 2.279 0.2350 0.1193 -0.0559 -0.19
C -3.234 4.102 2.343 0.1114 0.1134 -0.0079 -0.09
C -4.098 4.131 1.261 -0.0380 -0.0401 -0.0647 -0.08
C -3.792 3.416 0.121 -0.0069 0.0530 0.0518 -0.04
C -2.638 2.636 0.032 0.1962 -0.0443 -0.0865 -0.31
C -2.317 1.975 -1.274 0.1381 -0.1948 -0.0529 -0.07
C 1.737 2.895 3.135 -0.1684 -0.1606 0.0371 -0.31
C 1.667 1.798 4.150 -0.1054 -0.0864 0.1069 -0.08
C 2.435 4.046 3.465 -0.0113 0.1006 -0.1456 -0.02
H 3.330 7.056 2.150 0.0304 0.0917 -0.0138 0.07
H 4.280 6.145 3.331 0.0687 0.0302 0.0149 0.08
H 2.728 6.827 3.798 0.0264 0.1066 0.0186 0.08
H 2.162 5.730 0.569 0.0107 0.1021 -0.0839 0.12
H 1.421 4.235 -1.144 0.0219 0.0473 -0.0983 0.08
H -0.213 4.150 -0.488 -0.1015 -0.0310 -0.0840 0.09
H 0.700 2.661 -0.767 -0.0299 0.1004 -0.0901 0.04
H -2.282 -4.419 3.463 -0.0437 -0.0679 -0.0620 0.12
H -3.246 -4.425 5.733 -0.0268 -0.0588 0.0489 0.10
H -2.886 -2.502 7.235 -0.0655 0.0323 0.0353 0.11
H -1.651 -0.518 6.416 0.0128 0.0540 0.0675 0.11
H -0.695 -0.513 4.167 -0.0566 0.0055 -0.0442 0.06
H -1.432 3.271 3.126 0.0297 -0.0036 0.1493 0.10
H -3.442 4.683 3.229 -0.0374 0.0173 0.1204 0.10
H -5.008 4.709 1.306 -0.1097 0.1034 -0.0092 0.10
H -4.459 3.461 -0.729 -0.0379 -0.0246 -0.1070 0.12
H -3.205 1.498 -1.691 0.0393 -0.0617 -0.0284 0.08
H -1.520 1.232 -1.170 -0.1812 0.1256 -0.1291 0.02
H -1.980 2.727 -1.993 0.0205 -0.0367 -0.0105 0.09
H 0.774 1.191 4.007 0.0704 -0.0265 0.1337 0.00
H 1.654 2.209 5.157 0.0562 -0.0333 0.1088 0.08
H 2.536 1.147 4.057 0.0351 -0.1011 0.0737 0.08
H 2.873 4.122 4.450 0.0574 0.0422 0.1414 0.12
O 2.864 -1.712 4.548 0.4383 -0.3832 0.3768 0.16
C 2.012 -1.706 3.754 -0.0324 0.4707 -0.1317 -0.31
N 1.119 -1.415 3.015 -0.4667 0.4927 -0.4974 0.04
C 2.171 -0.157 -5.549 -0.0148 -0.1388 0.0980 -0.07
C 1.355 -1.439 -5.458 0.1779 0.1755 -0.0270 -0.15
C -0.101 -1.250 -4.943 0.0693 0.2420 -0.3786 -0.29
C -0.889 -0.201 -5.743 -0.1231 -0.1156 0.1615 -0.16
C -2.341 -0.150 -5.273 0.1666 0.0493 -0.1270 -0.06
C -0.714 -2.624 -5.148 -0.0431 0.1351 0.0172 -0.42
O -1.084 -3.045 -6.216 -0.0136 0.1020 -0.1028 0.12
N -0.739 -3.432 -4.036 -0.1142 -0.4913 0.3200 0.23
C -0.471 -3.026 -2.749 -0.0724 -0.5798 -0.1625 -0.65
O -0.569 -3.808 -1.804 -0.0272 0.0307 0.1316 -0.01
N -0.120 -1.751 -2.523 -0.7140 0.4984 1.9469 -0.01
C -0.027 -0.800 -3.485 -0.1597 0.6163 -0.1411 -0.48
O 0.170 0.360 -3.171 -0.0445 -0.1497 -0.2447 0.07
H 3.220 -0.407 -5.704 0.0570 0.0250 -0.0693 0.08
H 2.093 0.421 -4.632 0.0279 0.1383 0.0259 0.07
H 1.839 0.457 -6.384 -0.0049 0.0861 0.0054 0.08
H 1.859 -2.149 -4.790 -0.0065 -0.0500 -0.0754 0.11
H 1.300 -1.903 -6.446 -0.0655 -0.0766 0.0942 0.13
H -0.847 -0.453 -6.804 0.1006 0.0125 0.0429 0.13
H -0.427 0.773 -5.578 0.0762 -0.0935 -0.0898 0.12
H -2.841 -1.099 -5.460 -0.1081 -0.0527 -0.0102 0.08
H -2.883 0.629 -5.803 -0.0922 0.0366 0.0033 0.08
H -2.387 0.067 -4.206 -0.0852 0.0607 0.0830 0.06
H -1.104 -4.373 -4.143 0.0974 0.1191 -0.0177 0.18
```
Forces are in eV/Å.

Values from the calculation:
- Orbital gap (spin up / spin down): 5.2 / 5.8 eV
- LUMO level (spin up / spin down): -2.454 / -1.915 eV
- Energy above the lowest of the compared OMol25 structures with the same formula, charge and spin: 84.2 kcal/mol
- Spin multiplicity: 2